Record 1
Density functional theory data (wB97M-V/def2-TZVPD) for a cluster of 12 separate species, C25H60Br2F4N27O11 in total at a distorted geometry.

```
129
Properties=species:S:1:pos:R:3:forces:R:3:mulliken_charge:R:1
C 1.5892 -1.0272 0.7085 0.9 0.3 -0.6 -0.46
C 1.0070 -1.0297 -0.7937 -1.3 1.4 1.3 0.35
F 2.0322 -1.1615 -1.7980 -1.3 -0.3 1.8 -0.53
C -0.2067 -2.1024 -1.0004 0.4 1.0 -0.7 -0.45
C -1.5358 -1.3497 -0.5611 -2.1 2.3 2.6 0.00
N -1.5495 -0.5219 0.6217 -2.1 -0.7 -2.5 0.03
C -2.8614 0.0972 0.7854 3.0 -4.4 -4.1 -0.32
N -3.2246 0.9510 1.7405 -0.9 0.5 -0.5 0.07
C -2.3579 1.4121 2.8705 0.6 0.0 1.2 -0.83
C -0.9264 1.9847 2.4179 0.2 -1.3 0.9 -0.40
C -0.4687 3.3132 3.1940 0.8 -0.5 -2.1 0.29
F -1.0947 4.4215 2.5412 0.9 -1.6 1.6 -0.29
Br -0.7246 3.2478 5.1539 -0.2 0.3 -1.4 -0.02
C 1.1398 3.4463 2.9462 0.5 -1.1 -0.8 0.35
F 1.8375 2.4780 3.7430 -1.6 2.4 -1.9 -0.15
F 1.3915 3.0758 1.5820 -0.4 0.6 2.7 -0.20
Br 1.8209 5.2912 3.1674 -0.4 -1.6 0.1 -0.04
N -3.5827 -0.4704 -0.3436 -3.3 2.4 1.9 0.64
C -5.0227 -0.2147 -0.6782 -1.0 0.2 -1.6 0.35
C -5.3211 -0.1451 -2.1828 -3.6 0.3 1.9 -0.44
C -6.8352 0.0748 -2.5628 2.2 -0.6 5.6 -0.44
C -7.7314 0.1757 -1.2875 1.5 0.0 -0.5 -0.32
C -7.2354 0.1201 0.1673 1.7 -0.2 -3.6 -0.34
N -5.8585 -0.0795 0.4502 -1.2 0.2 -3.8 -0.30
N -2.8575 -1.2979 -1.1553 5.2 -0.2 2.3 -0.17
H 0.9094 -0.4426 1.4339 0.8 -1.3 -1.4 -0.05
H 1.7957 -2.0886 1.0976 -0.3 1.7 -0.6 0.38
H 2.5753 -0.4224 0.6785 -1.5 -1.2 0.0 0.06
H 0.5314 0.0150 -0.9363 1.0 -1.6 -0.1 0.14
H -0.2140 -2.3670 -2.1278 -0.3 0.3 1.8 0.21
H 0.0098 -3.0040 -0.3381 -0.7 1.1 -0.9 0.34
H -4.1876 1.3420 1.7175 1.0 -0.7 -0.2 0.32
H -2.2358 0.5208 3.5832 0.0 1.3 -1.1 0.30
H -2.9036 2.2223 3.4885 0.5 -1.4 -1.4 0.47
H -0.1499 1.1740 2.6999 -1.2 1.4 -0.5 0.17
H -0.8873 2.0729 1.2824 0.0 0.4 1.6 0.35
H -4.5255 -0.2663 -3.0018 -1.3 0.3 1.6 0.43
H -7.2202 0.1153 -3.6292 0.5 0.0 1.7 0.38
H -8.8588 0.3305 -1.4489 2.0 -0.3 0.3 0.33
H -7.9694 0.2362 1.0308 1.2 -0.2 -1.3 0.35
H -3.1530 -1.7784 -2.0174 -0.2 0.7 0.9 0.31
C 0.5352 -1.8344 -5.1396 0.5 -0.2 -0.6 0.73
O -0.5034 -1.5058 -4.5653 -0.3 0.0 0.4 -0.69
N 1.7540 -1.7298 -4.5575 0.1 0.2 0.6 -0.31
N 0.5487 -2.3276 -6.3978 -0.5 0.0 0.0 -0.29
H 2.6123 -1.9924 -5.0065 -0.1 0.0 0.0 0.16
H 1.7841 -1.3652 -3.6176 0.1 -0.1 -0.3 0.30
H -0.3414 -2.4212 -6.8680 0.1 -0.1 -0.3 0.17
H 1.3846 -2.6011 -6.8810 -0.1 0.0 0.1 0.15
C -2.7543 -3.1302 -8.3578 0.2 -0.3 -0.2 0.72
O -1.5396 -2.9894 -8.3618 0.0 0.1 0.1 -0.74
N -3.4499 -3.5049 -9.4572 0.0 0.0 -0.5 -0.42
N -3.5101 -2.9216 -7.2511 -0.1 0.3 0.9 -0.35
H -4.4472 -3.6257 -9.4750 0.1 0.0 0.0 0.19
H -2.9229 -3.6686 -10.3002 -0.1 0.0 0.1 0.21
H -3.0276 -2.6402 -6.4117 -0.1 -0.1 -0.1 0.14
H -4.5079 -3.0311 -7.2266 0.1 0.0 -0.1 0.24
C -10.7238 -0.7010 3.1545 -0.2 -0.1 -0.4 0.69
O -10.7901 -1.1972 2.0394 0.2 0.1 0.0 -0.64
N -9.7690 -1.0476 4.0542 0.7 -0.3 0.3 -0.40
N -11.5983 0.2384 3.5897 -0.5 0.5 -0.1 -0.40
H -9.6976 -0.6525 4.9744 0.0 0.0 -0.1 0.17
H -9.1003 -1.7437 3.7682 -0.2 0.1 0.1 0.21
H -12.3227 0.5222 2.9501 0.1 -0.1 0.1 0.22
H -11.5614 0.6578 4.5009 0.0 -0.1 -0.1 0.17
C -6.0471 -0.1711 -9.5017 -0.1 -0.1 -0.6 0.60
O -6.1418 -0.6846 -10.6045 0.0 0.0 0.2 -0.64
N -5.0690 -0.5051 -8.6219 0.5 -0.5 0.4 -0.28
N -6.9104 0.7771 -9.0592 -0.6 0.5 0.0 -0.38
H -4.9725 -0.0962 -7.7105 0.0 0.0 -0.1 0.13
H -4.4083 -1.2063 -8.9157 0.0 0.3 0.0 0.13
H -7.6505 1.0515 -9.6848 0.1 0.0 0.1 0.23
H -6.8496 1.2115 -8.1567 0.0 0.0 -0.1 0.15
C 5.8906 -0.8489 2.4735 -0.2 -0.1 0.3 0.64
O 6.8456 -1.5935 2.2877 0.2 0.0 -0.1 -0.69
N 5.2958 -0.7118 3.6796 0.1 -0.2 0.5 -0.21
N 5.3469 -0.0968 1.4864 -0.1 0.1 -0.9 -0.29
H 4.5134 -0.1070 3.8524 0.1 0.0 0.0 0.06
H 5.6707 -1.2546 4.4403 -0.2 0.1 -0.1 0.16
H 5.7620 -0.1701 0.5718 -0.1 0.1 0.2 0.20
H 4.5656 0.5190 1.6190 0.2 0.0 0.1 0.07
C 8.1235 2.5241 3.0753 -0.1 0.2 0.2 0.63
O 7.2487 2.6394 3.9237 -0.1 -0.1 0.0 -0.67
N 8.7741 3.5883 2.5463 0.2 0.5 0.2 -0.23
N 8.5171 1.3203 2.5906 -0.1 -0.7 0.0 -0.31
H 9.4931 3.5157 1.8500 -0.2 0.1 -0.1 0.10
H 8.5095 4.5003 2.8804 0.1 -0.1 -0.2 0.16
H 8.0558 0.5037 2.9600 0.2 0.0 -0.2 0.17
H 9.2313 1.2035 1.8952 -0.1 0.0 0.1 0.16
C -3.8464 4.8709 -0.6783 -0.3 -0.1 -0.1 0.67
O -4.8947 4.2670 -0.4976 0.1 -0.1 0.0 -0.65
N -3.6949 5.7975 -1.6551 -0.2 0.3 -0.5 -0.39
N -2.7449 4.6639 0.0845 0.4 -0.4 0.4 -0.22
H -2.8434 6.3034 -1.8192 -0.1 0.0 0.0 0.16
H -4.4920 5.9792 -2.2430 0.2 0.0 0.1 0.23
H -2.8192 3.9830 0.8215 0.1 0.3 -0.1 0.04
H -1.8745 5.1473 -0.0455 -0.1 0.0 0.1 0.16
C 10.4705 6.3274 0.2847 -0.3 -0.1 0.0 0.66
O 9.4170 5.7313 0.4607 0.1 0.0 0.0 -0.62
N 10.6282 7.2609 -0.6850 -0.2 0.4 -0.6 -0.43
N 11.5725 6.1067 1.0440 0.4 -0.3 0.5 -0.34
H 11.4834 7.7611 -0.8461 -0.1 -0.1 0.0 0.16
H 9.8318 7.4533 -1.2704 0.2 0.0 0.1 0.21
H 11.4956 5.4198 1.7763 0.1 0.2 -0.1 0.21
H 12.4454 6.5853 0.9153 -0.1 0.0 0.0 0.18
C 2.7431 -1.9108 6.6522 0.0 -0.3 -0.4 0.67
O 2.6603 -2.4151 5.5425 0.0 0.2 0.1 -0.63
N 3.7105 -2.2505 7.5391 0.6 -0.3 0.2 -0.40
N 1.8744 -0.9668 7.0940 -0.6 0.6 0.0 -0.37
H 3.7962 -1.8485 8.4549 0.0 0.0 -0.1 0.16
H 4.3752 -2.9490 7.2480 -0.1 0.1 0.1 0.23
H 1.1409 -0.6877 6.4636 0.1 -0.1 0.1 0.19
H 1.9254 -0.5405 8.0014 0.0 -0.1 -0.1 0.16
C 9.8743 -4.9585 1.8537 0.5 0.2 0.2 0.58
O 11.0461 -5.1874 2.1135 -0.1 -0.1 -0.1 -0.66
N 9.0403 -5.9012 1.3453 -0.3 -0.8 -0.3 -0.36
N 9.3044 -3.7452 2.0496 -0.1 0.6 0.1 -0.26
H 8.0754 -5.7339 1.1253 0.1 0.0 0.0 0.17
H 9.4265 -6.8170 1.1852 -0.1 0.2 0.0 0.21
H 9.8908 -3.0188 2.4258 -0.2 -0.1 -0.1 0.17
H 8.3430 -3.5367 1.8427 0.0 0.1 0.1 0.19
C -3.5547 -3.5574 2.7290 0.3 -0.1 0.4 0.62
O -2.4805 -3.0229 2.9352 0.2 0.3 0.0 -0.61
N -4.1269 -4.4192 3.6039 -0.1 -0.3 0.6 -0.42
N -4.2675 -3.3306 1.6032 -0.4 0.3 -1.0 -0.30
H -5.0115 -4.8681 3.4497 0.1 0.0 0.0 0.15
H -3.6231 -4.6115 4.4547 -0.1 0.0 -0.2 0.25
H -3.8689 -2.6901 0.9343 -0.2 -0.2 0.2 0.12
H -5.1566 -3.7549 1.4094 0.1 0.0 0.0 0.17
```
Forces are in eV/Å.

Its HOMO energy is -10.3 eV. As for the LUMO energy: -3.1 eV. As for the multiplicity: 1. Its charge is +1.

Record 2
Density functional theory data (wB97M-V/def2-TZVPD) for a cluster of 2 separate species, C10H23N2 in total at a distorted geometry.

```
35
Properties=species:S:1:pos:R:3:forces:R:3:mulliken_charge:R:1
C -0.3606 1.2682 -0.4298 2.2 -2.0 0.3 0.00
C 1.6236 0.2138 1.0702 3.0 -3.3 0.7 -1.88
C -0.5171 0.3575 2.2445 -0.2 1.5 3.0 -1.52
C 0.8145 -2.2587 -0.3939 0.4 1.7 0.1 -1.79
C -1.4204 -1.4672 -0.1423 -2.5 1.5 -0.6 -1.49
C -0.2639 -2.5201 1.7929 0.3 0.6 0.6 -2.05
C 1.3136 1.1887 -2.2192 5.2 0.4 -0.2 -0.93
C -0.4888 2.7146 -2.2918 -1.8 -0.7 0.5 -1.26
C 0.2172 -0.2158 1.0824 0.0 2.2 -2.2 1.40
C -0.1459 -1.5831 0.5825 0.8 -1.9 -0.2 1.99
N 0.2634 1.7352 -1.5189 -2.9 1.0 2.5 0.15
N -1.5105 1.7712 -0.1011 -0.3 1.7 -1.0 -0.09
H 1.7970 1.1971 1.4682 0.1 0.2 0.2 0.48
H 2.2233 0.0354 0.1421 -1.0 0.4 0.7 0.31
H 2.1705 -0.6252 1.7199 -0.9 1.9 -0.6 0.35
H -1.6045 0.6857 2.1372 1.5 -0.5 0.0 0.48
H 0.1545 1.2034 2.6802 -1.7 -1.0 -0.9 0.36
H -0.6145 -0.2811 3.1833 0.4 0.1 -1.5 0.37
H 1.8032 -2.2947 0.0046 1.0 0.4 0.0 0.43
H 0.7342 -1.6790 -1.3138 0.6 -0.2 -0.3 0.39
H 0.6252 -3.2843 -0.5903 -0.9 -0.8 -0.2 0.44
H -2.1079 -0.9997 0.5846 -0.5 -0.3 -0.6 0.37
H -1.9126 -2.3231 -0.6302 0.6 -0.1 0.7 0.40
H -1.3039 -0.7105 -0.9520 -0.1 -0.7 0.4 0.28
H -1.0971 -2.2628 2.4228 -0.2 0.4 0.5 0.47
H 0.6686 -2.6007 2.3860 -0.5 0.1 -0.3 0.34
H -0.5385 -3.4783 1.4425 0.1 -1.2 -0.6 0.57
H 1.9457 0.5675 -1.5401 -0.9 -0.1 -1.2 0.20
H 0.9983 0.7950 -3.1625 -0.1 -1.0 -0.4 0.46
H 2.1206 1.9923 -2.5518 -1.8 -1.1 0.8 0.35
H -0.6660 3.6681 -1.6996 0.3 -1.0 -1.0 0.33
H 0.1329 2.8297 -3.1594 -0.4 0.8 -0.6 0.40
H -1.4852 2.1408 -2.5127 1.5 1.7 -0.2 0.42
H -1.7141 1.6020 0.8514 -1.0 0.2 0.7 0.04
H -1.8544 2.6180 -0.5858 -0.1 -0.8 0.9 0.25
```
Forces are in eV/Å.

Its HOMO energy is -13.6 eV. As for the LUMO energy: -3.1 eV. As for the energy relative to the best compared isomer or geometry (same formula, charge and spin): 199.2 kJ/mol. As for the multiplicity: 1. Its charge is +1.

Record 3
Density functional theory data (wB97M-V/def2-TZVPD) for a cluster of 2 separate species, C39H45N3O2 in total at a distorted geometry.

```
89
Properties=species:S:1:pos:R:3:forces:R:3:mulliken_charge:R:1
C 2.5681 -0.3616 -2.1440 -0.2 -0.1 -0.3 -1.30
C 3.3758 -1.0332 -1.0390 0.0 0.0 0.5 3.04
C 4.8823 -0.9692 -1.3059 -0.1 -0.1 0.0 -2.16
C 2.8495 -2.4422 -0.7940 0.0 0.2 -0.1 0.53
C 3.4292 -3.5547 -1.4058 -0.1 0.0 0.0 -0.52
C 2.8995 -4.8300 -1.2145 -0.1 0.0 0.1 -1.43
C 1.7930 -5.0137 -0.3898 0.1 0.1 0.0 -0.25
C 1.1932 -3.9230 0.2423 -0.4 0.0 0.2 0.90
C 0.0027 -4.1565 1.1784 0.2 0.4 -0.3 2.11
C 0.4341 -4.9159 2.4297 0.2 0.0 0.1 -1.50
C -1.1686 -4.8401 0.4685 0.0 0.0 -0.1 -1.59
C 1.7109 -2.6407 0.0057 -0.1 -0.1 -0.1 -1.69
N 1.0957 -1.5035 0.6579 -0.2 1.0 0.2 2.20
N 0.2851 -0.6471 0.0016 -0.7 1.3 1.1 -1.41
N 0.0276 0.3486 0.9004 0.9 -2.9 -0.1 2.40
C -1.1076 1.2366 0.7269 -0.2 0.5 -0.4 -0.87
C -2.3433 0.9037 1.3061 0.0 -0.5 0.0 0.54
C -2.5551 -0.4590 1.9694 0.3 0.4 0.4 1.95
C -2.7794 -1.5269 0.9072 -0.1 -0.2 -0.4 -1.35
C -3.6643 -0.4643 3.0244 0.0 0.0 0.0 -2.02
C -3.4004 1.8053 1.1718 0.1 0.0 -0.1 -0.78
C -3.2414 2.9890 0.4545 0.1 0.0 0.0 -1.36
C -2.0154 3.2967 -0.1274 -0.1 -0.1 0.1 -0.60
C -0.9286 2.4317 0.0166 0.3 0.0 -0.2 0.52
C 0.4120 2.7588 -0.6468 -0.2 -0.1 0.4 2.29
C 0.8095 4.2310 -0.4966 0.0 0.0 0.0 -1.62
C 0.3631 2.3507 -2.1163 -0.1 -0.1 -0.2 -1.70
C 0.6563 0.0871 2.1077 -1.1 1.4 -1.2 -1.20
C 0.5864 0.9816 3.2232 0.0 0.9 1.3 0.70
C 0.5358 0.4584 4.5398 0.0 0.3 -0.8 -0.65
C 0.4043 1.3211 5.6248 0.1 0.0 -0.1 -1.09
C 0.3830 2.7039 5.4263 0.0 0.0 -0.2 -0.57
C 0.4905 3.2362 4.1317 -0.1 -0.2 0.3 -0.77
C 0.5924 2.3888 3.0414 0.1 -0.8 0.0 0.43
C 1.3868 -1.0783 1.9676 1.4 -1.7 -0.5 2.18
C 2.3312 -1.6887 2.7551 -0.8 -0.1 -0.1 -3.13
H 1.5029 -0.3880 -1.8851 0.3 0.1 -0.2 0.26
H 2.8757 0.6831 -2.2751 0.0 -0.2 0.0 0.32
H 2.7028 -0.8877 -3.1022 0.0 0.1 0.2 0.34
H 3.2032 -0.4572 -0.1194 0.0 -0.2 -0.2 -1.42
H 5.4311 -1.5180 -0.5324 0.0 0.1 -0.2 0.44
H 5.1397 -1.3844 -2.2884 0.0 0.1 0.2 0.42
H 5.2123 0.0754 -1.2748 -0.1 -0.2 -0.1 0.44
H 4.3054 -3.4148 -2.0430 -0.3 -0.1 0.2 0.29
H 3.3562 -5.6875 -1.7093 -0.1 0.2 0.1 0.37
H 1.3821 -6.0138 -0.2199 0.2 0.3 -0.1 0.36
H -0.3362 -3.1628 1.4886 -0.1 -0.1 0.1 -1.17
H 1.2123 -4.3519 2.9575 -0.2 -0.2 -0.1 0.29
H -0.4151 -5.0508 3.1102 0.1 0.0 -0.1 0.41
H 0.8378 -5.9044 2.1725 -0.1 0.1 0.1 0.33
H -1.4881 -4.2479 -0.3980 0.0 -0.2 0.1 0.36
H -0.8967 -5.8445 0.1174 -0.1 0.2 0.1 0.35
H -2.0231 -4.9299 1.1516 0.2 0.0 -0.1 0.42
H -1.6224 -0.7002 2.4962 -0.1 0.0 -0.1 -0.35
H -1.9607 -1.5229 0.1767 -0.2 -0.1 0.1 0.22
H -2.8361 -2.5248 1.3594 0.0 0.2 -0.1 0.34
H -3.7181 -1.3393 0.3656 0.2 -0.1 0.1 0.44
H -3.5096 0.3327 3.7622 -0.1 -0.1 -0.1 0.41
H -4.6559 -0.3383 2.5710 0.2 -0.1 0.1 0.37
H -3.6573 -1.4205 3.5622 0.0 0.2 -0.2 0.46
H -4.3653 1.5664 1.6230 0.3 0.1 -0.2 0.27
H -4.0824 3.6714 0.3467 0.2 -0.1 0.0 0.38
H -1.8877 4.2182 -0.6986 -0.1 -0.3 0.2 0.35
H 1.1732 2.1538 -0.1369 0.0 0.1 -0.2 -0.92
H 0.7399 4.5581 0.5500 0.0 0.0 -0.2 0.30
H 1.8484 4.3694 -0.8265 -0.3 0.0 0.0 0.42
H 0.1648 4.8793 -1.1080 0.2 -0.1 0.2 0.39
H 0.0239 1.3124 -2.2140 0.1 0.2 0.0 0.33
H -0.3441 2.9889 -2.6659 0.2 -0.1 0.1 0.43
H 1.3511 2.4415 -2.5837 -0.2 0.0 0.1 0.42
H 0.5883 -0.6270 4.6553 -0.1 0.4 0.1 0.50
H 0.3243 0.9009 6.6298 0.1 0.2 -0.3 0.46
H 0.2882 3.3748 6.2797 0.0 -0.2 -0.2 0.40
H 0.4946 4.3161 3.9795 0.0 -0.3 0.1 0.46
H 0.7176 2.7646 2.0256 -0.1 0.1 0.4 0.14
H 2.4386 -1.3426 3.7718 0.2 -0.3 -0.1 0.45
H 2.8452 -2.5595 2.3533 0.0 0.2 0.4 0.51
C 4.1432 2.5983 3.0440 0.0 0.8 0.6 -0.51
C 4.5744 2.7042 4.3179 -0.5 0.7 -0.7 -0.30
C 4.9223 1.5223 5.1165 0.0 -0.3 1.8 0.32
O 5.0325 1.5567 6.3584 0.0 0.0 -2.4 -0.63
C 5.0653 0.2864 4.3333 -0.5 -0.6 -0.5 -0.39
C 4.5213 0.1570 3.0969 1.0 -0.5 0.7 -0.30
C 3.9346 1.3000 2.3973 -1.8 -0.4 -1.8 0.35
O 3.2310 1.1823 1.3581 1.8 0.6 2.2 -0.39
H 3.8423 3.4729 2.4709 0.0 -0.1 0.1 0.40
H 4.6119 3.6678 4.8210 0.0 -0.1 -0.1 0.40
H 5.5134 -0.5629 4.8410 -0.1 0.1 -0.1 0.40
H 4.5340 -0.7918 2.5685 0.1 0.3 0.1 0.41
```
Forces are in eV/Å.

Its HOMO energy is -6.2 eV. As for the LUMO energy: -1.4 eV. As for the multiplicity: 1. Its charge is 0.